# 1
{
  "formula": "C23H28AuI2N4",
  "method": "the ωB97M-V functional and the def2-TZVPD basis",
  "species": ["Au", "I", "C", "I", "H", "H", "C", "C", "C", "C", "N", "N", "H", "H", "H", "H", "H", "H", "H", "H", "H", "H", "H", "H", "C", "C", "C", "C", "C", "C", "C", "C", "C", "C", "C", "C", "C", "C", "C", "H", "H", "H", "H", "H", "H", "H", "H", "H", "H", "N", "C", "C", "N", "C", "H", "H", "H", "H"],
  "xyz": [[-0.6054, -0.4565, 0.5329], [-2.5052, -1.7330, -2.0374], [-4.0430, -0.4956, -1.2573], [-3.8249, 0.2323, 0.7251], [-4.9495, -1.0845, -1.2734], [-4.1205, 0.3614, -1.9123], [-3.4087, -3.7990, 3.5888], [-2.2731, -3.9874, 2.5904], [-2.7471, -4.8324, 1.4123], [-1.0674, -4.6368, 3.2743], [-1.9783, -2.6212, 2.0996], [-0.8387, -2.5186, 1.2400], [-3.7519, -4.7629, 3.9637], [-4.2469, -3.2872, 3.1141], [-3.0810, -3.2011, 4.4440], [-3.1254, -5.7912, 1.7676], [-1.9403, -5.0459, 0.7062], [-3.5487, -4.3184, 0.8800], [-1.3556, -5.5815, 3.7361], [-0.6707, -3.9871, 4.0594], [-0.2650, -4.8587, 2.5667], [-1.8127, -1.9961, 2.8806], [-1.0189, -3.1067, 0.4337], [0.0035, -2.8587, 1.7018], [-0.0436, 1.1222, -0.5273], [0.6385, 1.7843, -1.3212], [1.3553, 2.4418, -2.2769], [0.7885, 2.6121, -3.6086], [-0.2219, 1.7492, -4.0523], [-0.7730, 1.9163, -5.3074], [-0.3436, 2.9603, -6.1212], [0.6532, 3.8260, -5.6896], [1.2239, 3.6516, -4.4424], [2.7308, 2.8336, -1.9691], [3.7350, 2.7435, -2.9412], [5.0500, 3.0135, -2.6058], [5.3702, 3.3946, -1.3095], [4.3784, 3.4914, -0.3391], [3.0687, 3.1938, -0.6598], [-0.5443, 0.9396, -3.4090], [-1.5348, 1.2325, -5.6562], [-0.7932, 3.1009, -7.0958], [0.9774, 4.6402, -6.3233], [1.9837, 4.3376, -4.0939], [3.4854, 2.4188, -3.9419], [5.8265, 2.9178, -3.3524], [6.3984, 3.6113, -1.0505], [4.6311, 3.7989, 0.6665], [2.2895, 3.2533, 0.0892], [0.3626, 0.6347, 5.0726], [1.6561, 0.4015, 4.6753], [1.5753, 0.0546, 3.3621], [0.2605, 0.0703, 2.9483], [-0.4373, 0.4252, 4.0004], [0.0682, 0.9254, 5.9888], [2.4923, 0.4956, 5.3452], [2.3740, -0.1910, 2.6818], [-1.5066, 0.5655, 4.0269]],
  "forces_ev_per_a": [[0.380, 0.221, -0.119], [-0.164, -0.089, -0.145], [-0.038, -0.024, 0.015], [-0.116, 0.023, -0.060], [-0.029, 0.016, -0.019], [-0.005, 0.022, 0.007], [-0.022, 0.045, -0.007], [0.111, 0.080, 0.066], [-0.039, 0.030, -0.009], [-0.011, 0.023, 0.010], [-0.167, -0.194, -0.088], [-0.080, 0.367, 0.170], [0.012, 0.014, 0.008], [-0.002, -0.025, 0.006], [-0.003, -0.027, -0.002], [0.037, -0.008, -0.013], [-0.011, -0.017, 0.007], [0.001, -0.015, 0.006], [0.013, 0.000, -0.021], [-0.008, -0.019, 0.009], [0.000, -0.020, 0.017], [0.074, 0.029, -0.009], [-0.009, 0.051, -0.080], [0.073, -0.040, -0.084], [0.525, -0.575, -0.385], [-0.636, 0.258, 0.486], [0.346, -0.251, -0.316], [0.056, 0.142, 0.095], [-0.045, -0.024, -0.011], [0.027, 0.004, 0.018], [-0.015, -0.034, 0.008], [-0.018, 0.011, 0.015], [-0.005, 0.013, -0.009], [-0.132, -0.044, -0.009], [0.001, 0.041, -0.016], [-0.027, -0.011, 0.000], [-0.018, 0.012, 0.013], [0.007, 0.032, -0.007], [0.005, 0.021, 0.049], [-0.013, 0.012, -0.009], [-0.017, 0.017, 0.000], [0.026, -0.014, -0.001], [-0.005, 0.000, 0.011], [-0.026, 0.022, 0.004], [0.022, -0.011, 0.000], [-0.003, 0.006, 0.001], [-0.007, 0.006, -0.008], [0.007, -0.019, 0.001], [0.004, -0.008, -0.003], [0.008, 0.005, -0.036], [-0.014, -0.007, 0.011], [-0.072, -0.027, -0.130], [0.002, -0.047, 0.474], [0.060, 0.033, 0.016], [-0.022, 0.005, 0.000], [-0.022, 0.018, -0.004], [-0.007, -0.021, 0.029], [0.011, -0.010, 0.047]],
  "multiplicity": 1,
  "e_above_lowest_kj_mol": 46.74,
  "charge": 1,
  "gap_ev": 6.02
}

---

# 2
{
  "formula": "C23H28Cl5FMoN3O6",
  "method": "the ωB97M-V functional and the def2-TZVPD basis",
  "species": ["Mo", "C", "C", "C", "O", "C", "O", "O", "H", "H", "H", "H", "H", "H", "H", "N", "N", "C", "O", "O", "H", "H", "H", "Cl", "C", "C", "Cl", "C", "Cl", "C", "O", "C", "Cl", "C", "Cl", "C", "C", "C", "C", "C", "C", "C", "C", "N", "C", "C", "C", "C", "H", "H", "H", "H", "H", "H", "H", "H", "H", "H", "H", "H", "H", "H", "H", "H", "H", "H", "F"],
  "xyz": [[0.0311, 0.2796, -0.0121], [2.6327, 0.4123, -2.7981], [1.1077, 0.4126, -2.7280], [0.5016, -0.0545, -4.0392], [0.6980, -0.4660, -1.6730], [0.6493, 1.8337, -2.3758], [0.6850, 2.7265, -3.1966], [0.2816, 1.9653, -1.1324], [2.9946, -0.6066, -2.9477], [3.0592, 0.8084, -1.8748], [2.9630, 1.0407, -3.6250], [0.8645, -1.0543, -4.2834], [0.7772, 0.6415, -4.8300], [-0.5855, -0.0808, -3.9741], [1.1256, -1.9904, -1.9155], [-1.2469, 0.4705, 2.7548], [-0.0652, 0.7097, 3.4493], [1.1135, 0.9337, 2.7548], [2.1743, 0.9556, 3.3439], [0.9583, 1.1929, 1.4738], [-1.9958, 1.0619, 3.0882], [-1.5028, -0.5097, 2.7501], [0.0691, 0.3137, 4.3689], [4.1104, -3.7154, 4.9073], [2.9773, -3.0623, 3.7818], [3.4135, -2.3433, 2.6725], [5.0999, -2.1089, 2.4198], [2.5035, -1.8154, 1.7703], [3.0476, -0.9504, 0.3892], [1.1112, -1.9604, 1.9433], [0.2236, -1.4587, 1.1436], [0.7046, -2.7203, 3.0626], [-0.9939, -2.9708, 3.2828], [1.6119, -3.2527, 3.9646], [1.0451, -4.1565, 5.3219], [-1.6516, 4.9771, 1.5052], [-2.4195, 3.9271, 0.7477], [-3.6706, 4.2068, 0.2073], [-4.3697, 3.2176, -0.4633], [-5.7265, 3.4948, -1.0575], [-3.8096, 1.9527, -0.6070], [-2.5473, 1.6374, -0.0893], [-1.8851, 2.6583, 0.6094], [-1.9280, 0.3681, -0.2059], [-2.7680, -0.7874, -0.6460], [-2.0349, -2.1143, -0.4346], [-3.0120, -0.6999, -2.1623], [-4.0820, -0.8776, 0.1742], [-1.9092, 5.9789, 1.1597], [-0.5780, 4.8374, 1.3825], [-1.8704, 4.9293, 2.5750], [-4.0971, 5.1991, 0.3110], [-6.0607, 4.5042, -0.8179], [-6.4750, 2.7938, -0.6819], [-5.7066, 3.3985, -2.1451], [-4.3940, 1.2178, -1.1325], [-0.9200, 2.4745, 1.0589], [-1.0794, -2.1578, -0.9574], [-2.6684, -2.9037, -0.8450], [-1.8638, -2.3186, 0.6182], [-2.0606, -0.8404, -2.6754], [-3.4318, 0.2455, -2.4934], [-3.6811, -1.5058, -2.4730], [-4.0957, -0.1540, 0.9880], [-4.1784, -1.8721, 0.6110], [-4.9699, -0.7022, -0.4342], [1.3292, -2.9113, -2.0828]],
  "forces_ev_per_a": [[-0.296, -0.033, 0.077], [0.006, 0.004, -0.019], [0.051, -0.036, -0.043], [-0.027, 0.004, -0.013], [0.068, 0.074, 0.103], [-0.046, 0.016, -0.044], [0.036, 0.012, -0.011], [-0.020, -0.003, 0.018], [0.000, -0.003, 0.001], [-0.003, -0.006, 0.001], [-0.007, 0.003, -0.001], [0.005, -0.004, 0.008], [0.014, -0.002, -0.003], [0.000, 0.015, 0.002], [-0.053, 0.057, 0.121], [0.045, -0.016, 0.010], [-0.046, -0.066, 0.065], [-0.023, 0.128, 0.036], [-0.007, -0.061, 0.002], [0.172, 0.029, -0.071], [0.025, -0.031, -0.004], [0.009, 0.036, 0.020], [-0.028, 0.013, -0.039], [0.005, -0.003, 0.004], [0.010, -0.008, 0.015], [-0.009, 0.000, -0.017], [0.014, 0.002, -0.001], [-0.016, -0.008, 0.007], [0.058, -0.010, -0.013], [-0.036, -0.059, 0.058], [0.089, -0.036, -0.058], [0.036, 0.042, -0.057], [-0.020, 0.013, 0.008], [-0.001, -0.024, 0.017], [0.009, -0.001, 0.008], [0.016, 0.023, 0.012], [0.007, -0.025, -0.008], [0.010, 0.007, 0.003], [0.001, -0.006, 0.000], [-0.017, 0.009, -0.012], [0.018, -0.007, 0.017], [0.004, -0.003, 0.001], [-0.013, 0.055, 0.015], [-0.030, 0.013, -0.095], [0.017, 0.004, 0.008], [-0.001, 0.003, -0.009], [0.001, -0.041, -0.018], [-0.017, 0.002, -0.015], [-0.006, 0.002, -0.003], [0.008, -0.005, -0.005], [-0.005, -0.001, 0.003], [-0.005, 0.004, 0.000], [-0.002, 0.005, 0.002], [0.004, -0.006, 0.004], [0.003, -0.002, -0.005], [-0.010, -0.022, -0.022], [-0.009, -0.011, -0.016], [-0.025, -0.006, 0.005], [0.008, -0.010, 0.008], [0.008, 0.004, 0.008], [-0.005, -0.011, 0.002], [0.008, 0.034, 0.010], [-0.015, 0.000, -0.002], [0.013, 0.000, 0.011], [-0.001, -0.008, -0.010], [-0.002, 0.011, -0.003], [0.026, -0.051, -0.078]],
  "multiplicity": 3,
  "charge": -1,
  "gap_ev": [7.51, 7.93]
}

---

# 3
{
  "formula": "C23H28CuN4O4S",
  "method": "the ωB97M-V functional and the def2-TZVPD basis",
  "species": ["Cu", "O", "C", "O", "C", "C", "C", "C", "C", "N", "C", "O", "O", "H", "H", "H", "H", "C", "C", "C", "C", "C", "C", "C", "C", "N", "C", "C", "C", "C", "H", "H", "H", "H", "H", "H", "H", "H", "H", "H", "H", "H", "H", "H", "H", "H", "H", "H", "C", "N", "C", "C", "N", "C", "S", "H", "H", "H", "H", "H", "H"],
  "xyz": [[0.4237, 1.3394, 1.6948], [4.5105, -0.0312, 0.6135], [3.4084, 0.1303, 1.3570], [2.4828, -0.6336, 1.3500], [3.4193, 1.4023, 2.1538], [4.5746, 2.0385, 2.5534], [4.4536, 3.1674, 3.3590], [3.1996, 3.6146, 3.7237], [2.0850, 2.9333, 3.2523], [2.2064, 1.8549, 2.4836], [0.6543, 3.3758, 3.5892], [0.5388, 4.2952, 4.3814], [-0.2533, 2.7199, 2.9756], [4.3433, -0.8139, 0.0620], [5.5369, 1.6529, 2.2500], [5.3406, 3.6867, 3.6977], [3.0397, 4.4760, 4.3563], [-0.4656, -3.6879, 1.7777], [-1.2974, -2.5801, 1.1849], [-2.6157, -2.7931, 0.7882], [-3.3732, -1.7646, 0.2319], [-4.8060, -1.9942, -0.1811], [-2.8033, -0.5095, 0.0640], [-1.4738, -0.2617, 0.4422], [-0.7437, -1.3265, 0.9989], [-0.7883, 0.9391, 0.3313], [-1.2764, 2.0710, -0.4829], [-1.5850, 1.6365, -1.9218], [-0.1238, 3.0768, -0.5492], [-2.4678, 2.7649, 0.1911], [-1.0092, -4.6327, 1.7818], [-0.1844, -3.4554, 2.8061], [0.4606, -3.8264, 1.2155], [-3.0611, -3.7744, 0.9171], [-5.1227, -3.0133, 0.0389], [-4.9400, -1.8238, -1.2514], [-5.4782, -1.3124, 0.3428], [-3.4191, 0.2805, -0.3362], [0.3034, -1.1611, 1.2277], [-0.7138, 1.1350, -2.3485], [-1.8026, 2.5243, -2.5191], [-2.4393, 0.9677, -1.9986], [0.7854, 2.5839, -0.9028], [0.0592, 3.5252, 0.4312], [-0.3713, 3.8832, -1.2415], [-3.3842, 2.1787, 0.1421], [-2.6539, 3.7187, -0.3082], [-2.2374, 2.9671, 1.2388], [-0.7448, -2.5262, -2.3752], [0.3654, -2.4774, -3.3149], [0.4936, -3.2267, -4.4748], [1.6635, -2.8884, -5.0447], [2.2354, -1.9336, -4.2190], [1.4446, -1.6688, -3.1456], [1.6942, -0.5927, -1.8853], [-1.4956, -3.2094, -2.7652], [-1.1733, -1.5337, -2.2461], [-0.3995, -2.8665, -1.4019], [-0.2569, -3.9308, -4.7853], [2.1298, -3.2342, -5.9484], [3.1081, -1.4555, -4.3576]],
  "forces_ev_per_a": [[-0.372, 0.227, -0.189], [-0.045, -0.110, 0.102], [-0.042, 0.328, -0.255], [0.062, -0.096, 0.153], [-0.063, -0.131, 0.015], [0.044, 0.022, 0.037], [0.066, 0.021, -0.002], [0.020, 0.000, 0.026], [0.040, -0.094, -0.026], [0.026, -0.106, -0.025], [-0.044, -0.028, -0.133], [-0.053, 0.029, 0.026], [0.086, 0.047, 0.170], [0.042, 0.024, -0.047], [-0.002, 0.007, 0.005], [0.002, -0.004, 0.002], [-0.002, -0.008, -0.008], [-0.031, -0.005, -0.015], [-0.009, -0.004, 0.010], [-0.024, -0.021, 0.008], [0.001, 0.021, -0.014], [0.036, -0.009, 0.017], [-0.070, -0.022, 0.003], [0.124, 0.117, -0.045], [0.059, -0.027, 0.001], [0.049, -0.137, 0.214], [0.021, -0.131, 0.013], [0.012, 0.018, -0.002], [0.047, 0.040, -0.020], [-0.038, 0.038, -0.026], [0.002, 0.007, -0.001], [-0.006, 0.003, -0.004], [-0.017, 0.019, -0.001], [-0.003, 0.015, 0.000], [0.009, 0.007, 0.004], [0.010, 0.004, 0.006], [0.012, -0.005, 0.001], [0.007, -0.025, -0.015], [-0.031, -0.016, 0.005], [-0.001, 0.016, 0.010], [-0.003, -0.019, 0.001], [-0.008, -0.004, 0.011], [-0.024, 0.017, -0.008], [0.002, -0.030, -0.012], [0.006, 0.012, 0.018], [0.023, 0.031, 0.021], [-0.019, -0.021, 0.008], [0.017, -0.006, -0.017], [0.066, -0.023, -0.112], [-0.161, -0.013, 0.095], [-0.014, 0.046, 0.092], [0.054, 0.078, 0.051], [0.130, 0.049, -0.042], [-0.171, -0.048, -0.010], [0.163, -0.105, -0.115], [0.000, 0.003, 0.006], [0.004, 0.011, -0.017], [0.019, -0.016, 0.016], [-0.004, 0.012, 0.012], [0.013, 0.012, 0.012], [-0.020, -0.016, -0.011]],
  "multiplicity": 2,
  "gap_ev": [7.52, 6.62]
}